[1]
Here is a cluster of 2 separate species, C3H13N4 in total in a non-equilibrium geometry from the Open Molecules 2025 dataset. Energies are from the ωB97M-V functional and the def2-TZVPD basis.

Each line ends with the Löwdin charge.
Atoms and positions in Å:
C (-1.016, 1.565, 1.425)  -0.08
C (-1.445, 0.102, 1.581)  -0.28
C (0.054, -0.619, -1.397)  -0.19
N (-0.573, -0.901, 0.917)  -0.06
N (2.235, 0.156, -1.458)  0.09
N (0.862, 0.442, -1.225)  -0.01
N (0.564, -1.708, -1.848)  0.20
H (-1.670, 2.099, 2.023)  0.06
H (-0.858, 1.975, 0.450)  0.05
H (-0.168, 1.784, 2.017)  0.07
H (-1.503, -0.098, 2.650)  0.11
H (-2.431, 0.070, 1.180)  0.10
H (0.438, -0.806, 1.212)  0.12
H (-0.961, -0.437, -1.106)  0.14
H (2.734, 0.548, -0.735)  0.08
H (2.605, 0.646, -2.237)  0.11
H (0.443, 1.291, -0.873)  0.13
H (1.567, -1.662, -1.783)  0.11
H (-0.941, -1.864, 1.111)  0.11
H (0.067, -2.584, -1.905)  0.15

Output
LUMO energy = -2.84 eV
orbital gap = 10.506 eV
energy relative to the best compared isomer or geometry (same formula, charge and spin) = 282.6 kJ/mol
total charge = +1
HOMO energy = -0.490 Eh

=====

[2]
Here is a cluster of 4 separate species, C3H13NO2S in total in a non-equilibrium geometry from the Open Molecules 2025 dataset. Energies are from the ωB97M-V functional and the def2-TZVPD basis.

Each line ends with the Löwdin charge.
Atoms and positions in Å:
C (1.705, -1.175, -1.366)  -0.08
C (0.867, -0.520, -0.232)  -0.53
C (0.366, 0.887, -0.564)  -0.52
S (0.043, 1.824, 1.045)  0.58
N (1.597, -0.833, 1.050)  -0.02
H (2.624, -0.662, -1.429)  0.04
H (1.222, -1.016, -2.310)  0.05
H (1.803, -2.205, -1.302)  0.05
H (-0.144, -0.958, -0.255)  0.05
H (1.080, 1.522, -1.167)  0.08
H (-0.508, 0.687, -1.180)  0.05
H (-4.228, 1.195, 2.773)  0.02
H (1.380, -0.027, 1.725)  -0.01
H (2.638, -0.970, 1.007)  0.06
H (-1.896, -0.846, -0.294)  -0.04
H (-1.638, 0.189, 0.881)  -0.09
O (-2.042, -0.643, 0.650)  -0.14
H (-3.489, 1.235, 2.645)  0.01
H (-1.831, -1.552, -2.581)  -0.11
O (-1.271, -1.244, -1.853)  -0.45

Output
LUMO energy (spin up / spin down) = 3.25 / 1.12 eV
multiplicity = 2
orbital gap (spin up / spin down) = 7.160 / 4.911 eV
energy relative to the best compared isomer or geometry (same formula, charge and spin) = 182.1 kJ/mol
total charge = -1
HOMO energy (spin up / spin down) = -0.144 / -0.139 Eh

=====

[3]
Here is a cluster of 3 separate species, C3H13NO2S in total in a non-equilibrium geometry from the Open Molecules 2025 dataset. Energies are from the ωB97M-V functional and the def2-TZVPD basis.

Each line ends with the Löwdin charge.
Atoms and positions in Å:
C (-0.389, 0.520, -1.130)  -0.22
N (-0.527, 0.967, 0.160)  -0.12
C (-0.891, -0.202, 1.123)  -0.24
C (0.416, -0.672, 1.871)  -0.54
S (-0.009, -1.392, 3.552)  0.59
H (-1.144, -0.287, -1.424)  0.09
H (-0.556, 1.165, -2.007)  0.09
H (0.608, 0.012, -1.285)  0.09
H (-1.397, 1.423, 0.274)  0.08
H (-1.320, -1.070, 0.652)  0.10
H (-1.572, 0.132, 1.838)  0.07
H (1.100, 0.189, 2.116)  0.08
H (1.026, -1.460, 1.406)  0.05
H (-0.996, -2.386, 3.055)  -0.07
O (0.913, -2.570, -2.683)  -0.08
H (1.229, -3.486, -2.508)  0.05
H (0.923, -1.905, -1.973)  0.00
O (0.666, 3.579, -1.358)  -0.10
H (0.378, 3.342, -0.492)  -0.02
H (1.543, 4.102, -1.189)  0.10

Output
SMILES = CNCCS.O.O
LUMO energy = 0.64 eV
orbital gap = 9.815 eV
energy relative to the best compared isomer or geometry (same formula, charge and spin) = 200.4 kJ/mol
total charge = 0
HOMO energy = -0.337 Eh

=====

[4]
Here is a cluster of 3 separate species, C3H13NO2S in total in a non-equilibrium geometry from the Open Molecules 2025 dataset. Energies are from the ωB97M-V functional and the def2-TZVPD basis.

Each line ends with the Löwdin charge.
Atoms and positions in Å:
C (-1.187, -0.460, -2.108)  -0.06
C (-0.474, -0.697, -0.769)  -0.54
N (0.434, -1.823, -0.903)  0.03
C (-1.511, -1.011, 0.295)  -0.55
S (-0.847, -0.975, 1.970)  0.73
H (-1.980, 0.273, -2.035)  0.07
H (-0.424, -0.218, -2.869)  0.08
H (-1.590, -1.421, -2.409)  0.08
H (0.114, 0.145, -0.398)  0.11
H (0.801, -1.986, -1.817)  0.06
H (0.384, -2.597, -0.274)  0.06
H (-1.955, -1.992, 0.058)  0.08
H (-2.306, -0.276, 0.182)  0.07
H (-1.920, -0.473, 2.554)  -0.16
O (0.756, 2.098, 1.813)  -0.08
H (0.939, 2.992, 2.150)  0.05
H (0.318, 1.620, 2.523)  -0.01
O (3.860, 2.187, 0.780)  -0.07
H (3.117, 1.576, 0.692)  0.02
H (3.468, 3.039, 0.563)  0.03

Output
SMILES = C[C@H](N)CS.O.O
LUMO energy = 0.55 eV
orbital gap = 9.412 eV
energy relative to the best compared isomer or geometry (same formula, charge and spin) = 54.9 kJ/mol
total charge = 0
HOMO energy = -0.326 Eh

=====

[5]
Here is a cluster of 3 separate species, C3H13NO2S in total in a non-equilibrium geometry from the Open Molecules 2025 dataset. Energies are from the ωB97M-V functional and the def2-TZVPD basis.

Each line ends with the Löwdin charge.
Atoms and positions in Å:
C (0.429, 0.802, 0.480)  -0.04
C (0.326, 0.539, -1.052)  -0.53
N (0.776, -0.796, -1.383)  0.02
C (0.950, 1.676, -1.833)  -0.53
S (1.192, 1.297, -3.614)  0.70
H (0.712, 1.840, 0.605)  0.06
H (-0.554, 0.721, 0.921)  0.05
H (1.184, 0.237, 1.002)  0.07
H (-0.742, 0.623, -1.269)  0.12
H (1.319, -0.839, -2.240)  0.02
H (1.459, -1.123, -0.700)  0.07
H (1.973, 1.879, -1.502)  0.07
H (0.383, 2.600, -1.790)  0.07
H (-0.056, 1.513, -4.043)  -0.15
O (-2.764, -0.789, 1.730)  -0.06
H (-3.100, -1.049, 2.599)  0.04
H (-3.507, -0.724, 1.119)  0.04
O (-0.031, -2.916, 3.288)  -0.06
H (0.456, -3.364, 3.986)  0.03
H (-0.405, -2.128, 3.695)  0.03

Output
SMILES = C[C@H](N)CS.O.O
LUMO energy = 0.61 eV
orbital gap = 9.522 eV
energy relative to the best compared isomer or geometry (same formula, charge and spin) = 68.2 kJ/mol
total charge = 0
HOMO energy = -0.327 Eh

=====

[6]
Here is a cluster of 3 separate species, C3H13NO2S in total in a non-equilibrium geometry from the Open Molecules 2025 dataset. Energies are from the ωB97M-V functional and the def2-TZVPD basis.

Each line ends with the Löwdin charge.
Atoms and positions in Å:
N (0.379, 1.037, 1.258)  -0.01
C (0.612, -0.370, 1.509)  -0.31
C (0.667, -1.172, 0.193)  -0.28
C (0.973, -2.645, 0.433)  -0.55
S (0.475, -3.710, -1.005)  0.66
H (0.802, 1.637, 1.951)  0.06
H (-0.586, 1.352, 1.204)  0.07
H (1.523, -0.492, 2.079)  0.11
H (-0.194, -0.821, 2.108)  0.11
H (-0.254, -0.919, -0.329)  0.08
H (1.476, -0.786, -0.431)  0.11
H (0.445, -3.088, 1.279)  0.06
H (2.037, -2.805, 0.548)  0.06
H (1.499, -3.372, -1.796)  -0.16
O (-1.618, 0.820, -2.234)  -0.07
H (-1.640, 0.481, -1.324)  0.02
H (-2.555, 0.816, -2.475)  0.04
O (-1.352, 4.604, -0.602)  -0.07
H (-0.837, 4.161, -1.285)  0.03
H (-1.854, 5.272, -1.079)  0.03

Output
SMILES = NCCCS.O.O
LUMO energy = 0.72 eV
orbital gap = 9.600 eV
energy relative to the best compared isomer or geometry (same formula, charge and spin) = 60.9 kJ/mol
total charge = 0
HOMO energy = -0.326 Eh

=====

[7]
Here is a cluster of 3 separate species, C3H13NO2S2 in total in a non-equilibrium geometry from the Open Molecules 2025 dataset. Energies are from the ωB97M-V functional and the def2-TZVPD basis.

Each line ends with the Löwdin charge.
Atoms and positions in Å:
S (2.717, 1.093, -0.155)  0.54
S (1.894, -0.370, 0.897)  0.72
C (0.034, -0.419, 0.713)  -0.42
C (-0.530, -0.998, -0.596)  -0.24
C (-0.486, -0.065, -1.789)  -0.30
N (-1.132, -0.760, -2.884)  0.02
H (2.721, 0.454, -1.336)  -0.12
H (-0.177, -1.119, 1.502)  0.07
H (-0.412, 0.550, 0.845)  0.08
H (-0.241, -2.021, -0.792)  0.12
H (-1.596, -1.273, -0.389)  0.13
H (-1.036, 0.858, -1.533)  0.12
H (0.501, 0.275, -2.121)  0.08
H (-1.609, -0.206, -3.576)  0.08
H (-0.527, -1.423, -3.345)  0.08
H (-3.141, 0.636, -0.271)  0.07
H (-3.211, 1.952, 0.526)  0.08
O (-2.754, 1.095, 0.489)  -0.05
H (-2.162, -0.467, 2.292)  -0.01
H (-3.463, 0.248, 2.367)  0.02
O (-3.086, -0.626, 2.494)  -0.05

Output
LUMO energy (spin up / spin down) = -4.18 / -8.71 eV
multiplicity = 2
orbital gap (spin up / spin down) = 8.815 / 4.092 eV
energy relative to the best compared isomer or geometry (same formula, charge and spin) = 43.8 kJ/mol
total charge = +1
HOMO energy (spin up / spin down) = -0.478 / -0.471 Eh

=====

[8]
Here is a cluster of 4 separate species, C3H13NO3 in total in a non-equilibrium geometry from the Open Molecules 2025 dataset. Energies are from the ωB97M-V functional and the def2-TZVPD basis.

Each line ends with the Löwdin charge.
Atoms and positions in Å:
C (0.583, 0.767, 1.744)  -0.05
N (0.907, -0.048, 0.840)  -0.06
C (1.598, 0.454, -0.357)  -0.27
C (1.802, -0.723, -1.296)  -0.11
H (0.709, 1.844, 1.633)  0.08
H (0.150, 0.391, 2.646)  0.07
H (0.848, 1.087, -0.829)  0.09
H (2.527, 0.946, -0.095)  0.11
H (2.257, -0.523, -2.265)  0.07
H (2.285, -1.587, -0.831)  0.07
H (0.831, -1.193, -1.477)  0.06
O (-1.179, 2.070, -0.059)  -0.09
H (-1.800, 1.303, -0.077)  0.00
H (-1.606, 2.727, -0.627)  0.05
O (-1.230, -2.036, 0.737)  -0.07
H (-0.327, -1.704, 0.921)  0.02
H (-1.454, -2.787, 1.292)  0.06
O (-2.655, -0.171, -0.630)  -0.07
H (-2.248, -0.739, 0.055)  0.01
H (-1.997, -0.079, -1.326)  0.04

Output
SMILES = C=NCC.O.O.O
LUMO energy = 0.81 eV
orbital gap = 10.614 eV
energy relative to the best compared isomer or geometry (same formula, charge and spin) = 83.4 kJ/mol
total charge = 0
HOMO energy = -0.360 Eh

=====

[9]
Here is a cluster of 4 separate species, C3H13NO3 in total in a non-equilibrium geometry from the Open Molecules 2025 dataset. Energies are from the ωB97M-V functional and the def2-TZVPD basis.

Each line ends with the Löwdin charge.
Atoms and positions in Å:
C (-1.190, -0.710, -0.510)  -0.06
N (-0.808, 0.477, -0.343)  -0.07
C (-0.537, 1.479, -1.307)  -0.32
C (0.860, 2.152, -1.018)  -0.09
H (-1.514, -1.209, -1.435)  0.08
H (-1.197, -1.507, 0.235)  0.06
H (-0.508, 1.125, -2.424)  0.13
H (-1.380, 2.221, -1.303)  0.12
H (0.648, 2.915, -0.257)  0.07
H (1.484, 1.349, -0.638)  0.06
H (1.193, 2.534, -2.008)  0.07
O (0.559, -2.938, -0.999)  -0.08
H (0.991, -2.346, -0.360)  0.01
H (1.311, -2.874, -1.604)  0.04
O (-0.364, 0.821, 2.843)  -0.07
H (-0.353, 1.021, 1.890)  0.01
H (-1.181, 1.183, 3.194)  0.04
O (0.955, -1.944, 1.822)  -0.05
H (0.591, -1.079, 2.038)  0.01
H (0.440, -2.669, 2.184)  0.05

Output
SMILES = C=NCC.O.O.O
LUMO energy = 0.79 eV
orbital gap = 10.277 eV
energy relative to the best compared isomer or geometry (same formula, charge and spin) = 143.3 kJ/mol
total charge = 0
HOMO energy = -0.349 Eh

=====

[10]
Here is a cluster of 4 separate species, C3H13NO3 in total in a non-equilibrium geometry from the Open Molecules 2025 dataset. Energies are from the ωB97M-V functional and the def2-TZVPD basis.

Each line ends with the Löwdin charge.
Atoms and positions in Å:
C (0.544, 2.096, 1.530)  -0.02
N (1.124, 1.432, 0.665)  -0.06
C (0.988, 1.663, -0.758)  -0.22
C (-0.594, 1.562, -1.280)  -0.09
H (-0.496, 2.378, 1.410)  0.09
H (0.969, 1.981, 2.430)  0.04
H (1.090, 2.763, -1.195)  0.14
H (1.521, 1.086, -1.427)  0.05
H (-1.322, 2.145, -0.643)  0.06
H (-0.830, 2.074, -2.207)  0.04
H (-0.927, 0.483, -1.366)  0.06
O (-3.050, -2.230, 1.450)  -0.07
H (-2.733, -2.226, 0.538)  0.01
H (-3.659, -2.949, 1.685)  0.04
O (2.529, -1.011, 0.101)  -0.10
H (2.103, -0.221, 0.623)  0.05
H (2.978, -1.418, 0.787)  -0.03
O (-0.903, -2.135, -1.469)  -0.10
H (-0.062, -1.939, -1.848)  0.00
H (-0.736, -3.093, -1.060)  0.12

Output
SMILES = C=NCC.O.O.O
LUMO energy = 0.58 eV
orbital gap = 9.976 eV
energy relative to the best compared isomer or geometry (same formula, charge and spin) = 304.0 kJ/mol
total charge = 0
HOMO energy = -0.345 Eh

=====

[11]
Here is a cluster of 3 separate species, C3H13NO3 in total in a non-equilibrium geometry from the Open Molecules 2025 dataset. Energies are from the ωB97M-V functional and the def2-TZVPD basis.

Each line ends with the Löwdin charge.
Atoms and positions in Å:
N (0.487, -1.425, 1.104)  0.00
C (-0.721, -0.743, 1.583)  -0.27
C (-1.977, -1.079, 0.742)  -0.20
C (-2.716, 0.160, 0.279)  -0.26
O (-4.028, -0.169, -0.221)  -0.09
H (1.246, -0.763, 1.025)  0.05
H (0.793, -2.116, 1.770)  0.06
H (-0.584, 0.318, 1.521)  0.09
H (-0.952, -0.884, 2.635)  0.11
H (-1.691, -1.707, -0.100)  0.11
H (-2.692, -1.631, 1.369)  0.11
H (-2.905, 0.781, 1.149)  0.11
H (-2.224, 0.660, -0.551)  0.12
H (-4.122, -1.127, -0.275)  0.07
O (6.905, 0.320, -1.627)  -0.06
H (6.833, 0.929, -0.880)  0.03
H (6.130, -0.245, -1.548)  0.03
O (0.396, 2.933, -2.598)  -0.06
H (0.812, 3.262, -3.393)  0.03
H (1.010, 2.524, -1.985)  0.03

Output
SMILES = NCCCO.O.O
LUMO energy = 0.29 eV
orbital gap = 9.985 eV
energy relative to the best compared isomer or geometry (same formula, charge and spin) = 117.2 kJ/mol
total charge = 0
HOMO energy = -0.356 Eh

=====

[12]
Here is a cluster of 4 separate species, C3H13NO3 in total in a non-equilibrium geometry from the Open Molecules 2025 dataset. Energies are from the ωB97M-V functional and the def2-TZVPD basis.

Each line ends with the Löwdin charge.
Atoms and positions in Å:
C (-0.315, 0.956, -0.549)  -0.27
N (-0.911, 0.301, -1.701)  0.01
C (-1.433, -1.106, -1.500)  0.13
O (0.679, -2.090, -0.026)  -0.15
C (1.224, 0.979, -0.653)  -0.06
H (-0.649, 0.441, 0.373)  0.10
H (-0.630, 2.014, -0.532)  0.13
H (-1.115, 0.932, -2.480)  0.15
H (-1.320, -1.770, -2.378)  0.10
H (-2.256, -1.034, -0.771)  0.12
H (-0.121, -1.742, -0.848)  0.09
H (1.651, 1.631, 0.126)  0.09
H (1.394, 1.237, -1.647)  0.04
H (1.647, -0.035, -0.511)  0.07
H (-0.092, -1.709, 2.528)  0.05
H (0.654, -1.857, 0.958)  0.01
O (0.517, -0.929, 2.435)  -0.15
H (0.756, 2.175, 2.654)  -0.04
H (0.161, 0.030, 2.393)  -0.02
O (0.160, 1.578, 2.132)  -0.40

Output
LUMO energy = -3.96 eV
orbital gap = 3.658 eV
energy relative to the best compared isomer or geometry (same formula, charge and spin) = 781.9 kJ/mol
total charge = 0
HOMO energy = -0.280 Eh